This record from the Open Molecules 2025 dataset describes a 10-piece molecular cluster, C14H48N8O10 overall in a non-equilibrium geometry. The level of theory is wB97M-V/def2-TZVPD.

```
80
Properties=species:S:1:pos:R:3:mulliken_charge:R:1
C -0.85376 -3.42969 0.15121 -1.0965
C -2.04476 -2.58369 -0.08979 0.2057
O -2.93776 -2.48169 1.03121 -0.5674
H -0.28376 -3.21869 0.97721 0.3695
H -0.08076 -3.29969 -0.60079 0.0769
H -1.19176 -4.41269 0.17921 0.5150
H -2.52776 -2.97669 -1.00879 0.4196
H -1.86276 -1.53369 -0.36079 -0.2163
H -3.50876 -3.30869 1.07021 0.3111
C 2.42124 -4.94169 -2.53279 -1.3062
C 2.90324 -3.90769 -1.55079 -0.2341
O 2.10424 -2.73769 -1.88079 -0.4163
H 3.03724 -5.83669 -2.13279 0.3215
H 2.71024 -4.81869 -3.54579 0.3564
H 1.37824 -5.11569 -2.57079 0.2900
H 4.04224 -3.79769 -1.45779 0.2963
H 2.53824 -4.18669 -0.60379 0.3841
H 2.42324 -2.01669 -1.40579 0.2490
C 2.49024 -1.71269 1.92221 -0.4677
C 3.54024 -1.75869 0.81621 -0.1899
O 3.13324 -0.86269 -0.15779 -0.4980
H 2.77124 -2.52269 2.58321 0.5658
H 1.50324 -1.75669 1.54621 -0.2008
H 2.59524 -0.74969 2.37321 0.0031
H 3.75324 -2.79669 0.45921 0.1646
H 4.48024 -1.53569 1.28821 0.4032
H 3.62124 -0.00269 -0.10879 0.1559
C -0.19776 -0.39769 -4.02779 -1.0158
C -0.93776 -1.49369 -3.35679 1.5317
O -1.61576 -2.25569 -4.27679 -0.6301
H -0.76976 0.51831 -4.27379 0.2749
H 0.26824 -0.72769 -4.99679 0.3302
H 0.57024 -0.03169 -3.33579 0.1649
H -1.55376 -0.99069 -2.60579 -0.4811
H -0.20476 -2.02169 -2.84779 -0.4399
H -1.43976 -3.19269 -4.31079 0.3560
C -2.08676 1.60831 3.86021 0.2995
O -1.24976 0.89331 3.04221 -0.5948
N -3.22576 2.18431 3.53021 -0.4837
N -1.72276 1.78631 5.02221 -0.3373
H -3.69976 1.76131 2.69621 0.3269
H -3.89676 2.45631 4.19321 0.1758
H -0.71376 1.47831 5.23521 0.2976
H -2.44876 1.78931 5.78521 0.2314
C -1.79876 3.56831 0.19721 0.5607
O -1.69376 3.91131 -1.12579 -0.6804
N -2.83076 3.63631 0.90521 -0.2574
N -0.84276 3.04031 0.90721 -0.3142
H -3.68576 4.05531 0.46221 0.3009
H -2.88176 3.54331 1.86121 0.2522
H 0.14624 3.01631 0.51521 0.1010
H -1.00076 2.54731 1.83421 0.1319
C 2.94524 2.79431 -0.05679 0.5989
O 1.69124 3.26931 0.03421 -0.7790
N 3.30724 1.95531 0.85221 -0.1813
N 3.84624 3.33331 -0.80879 -0.4660
H 2.51924 1.61431 1.43621 0.1299
H 4.19624 1.53531 1.12621 0.3268
H 3.56424 4.09031 -1.47579 0.3115
H 4.50224 2.80131 -1.19579 0.1981
C -3.86776 1.92031 -2.64579 0.5225
O -3.32876 2.85631 -3.60879 -0.6919
N -5.10276 1.81631 -2.49879 -0.4146
N -3.27576 0.92131 -2.10479 -0.0642
H -5.82276 2.56331 -2.91279 0.3192
H -5.53476 1.45231 -1.58679 0.2117
H -2.23376 0.92931 -1.99079 0.0813
H -3.66176 0.49331 -1.20279 0.2132
C 0.17424 0.07431 -0.22179 0.5184
O -0.81576 0.76031 -0.86479 -0.5772
H 0.58524 -0.68269 -0.89079 -0.5378
H -0.28276 -0.20769 0.71121 0.2545
H 0.88124 0.86431 -0.09379 0.0309
H -1.07276 1.51731 -0.31779 0.2520
C 1.95324 2.04031 3.70621 -0.8711
O 1.35424 1.29031 2.64321 -0.6873
H 1.28524 2.60331 4.25821 0.3481
H 2.67024 2.68331 3.13021 0.3707
H 2.42624 1.32931 4.42121 0.2141
H 0.45624 1.00131 2.87921 0.3737
```

Output
SMILES: NC(N)=O.NC(N)=O.NC(N)=O.NC(N)=O.CCO.CCO.CCO.CCO.CO.CO
charge: 0
highest occupied orbital energy: -0.272 hartree
HOMO-LUMO gap: 7.04 eV

=====

This record from the Open Molecules 2025 dataset describes C14H4BrF5IO9PrSe as an isolated structure in a non-equilibrium geometry. The level of theory is wB97M-V/def2-TZVPD.

```
36
Properties=species:S:1:pos:R:3:lowdin_spin:R:1
Pr 0.29934 0.89237 0.24202 2.0105
O -3.48330 -0.84961 0.95779 -0.0002
C -2.38142 -0.34635 0.82422 0.0002
O -1.20672 -0.83609 1.03882 -0.0035
C -2.08827 1.11887 0.36834 0.0002
O -1.78843 1.29298 -0.84761 0.0020
O -1.62382 1.88634 1.26581 -0.0018
Br 1.36684 -1.06089 6.34188 -0.0001
C -0.36916 -0.69279 5.58964 0.0000
C -1.44519 -1.19261 6.31568 0.0000
C -2.73614 -0.98085 5.86234 0.0000
C -2.93990 -0.24796 4.70280 0.0000
C -1.85931 0.25368 3.99519 0.0000
C -0.55180 0.01728 4.40847 0.0000
I 1.04127 0.74004 3.32398 -0.0017
H -1.26037 -1.74746 7.22612 0.0000
H -3.57455 -1.38194 6.41917 0.0000
H -3.93992 -0.06181 4.33326 0.0000
H -2.02242 0.85374 3.11607 0.0000
F 3.22335 0.64126 -5.98500 0.0000
C 2.55311 0.29412 -4.86448 -0.0001
C 2.40849 -1.02888 -4.50515 0.0000
F 2.94990 -1.98677 -5.28482 0.0000
C 1.71336 -1.38703 -3.36391 0.0000
F 1.61659 -2.69821 -3.07662 0.0000
C 1.12801 -0.44979 -2.50215 0.0003
O 0.46507 -0.76463 -1.42967 -0.0020
C 1.30783 0.88510 -2.91557 0.0000
F 0.78123 1.86142 -2.13859 -0.0002
C 1.99504 1.25734 -4.04921 0.0000
F 2.10572 2.55365 -4.38113 0.0000
O 1.42907 2.83932 0.54035 -0.0019
Se 2.91334 2.01328 0.66910 0.0003
O 4.12021 2.74194 -0.16594 0.0001
O 2.52063 0.48986 0.03970 -0.0027
O 3.22483 1.80445 2.26819 0.0005
```

Output
charge: -2
2S+1: 3
highest occupied orbital energy (alpha / beta): -0.111 / -0.111 hartree
HOMO-LUMO gap (alpha / beta): 7.00 / 7.01 eV

=====

Looking at M for the records above, in order, we have 488.58, 837.84 g/mol.
Looking at relative energy (zero: lowest compared OMol25 entry of this formula, charge and spin) for the records above, in order, we have 187.97, 0.00 kcal/mol.
Looking at electronic energy for the records above, in order, we have -47686.1333, -204159.0018 eV.